Entry from the OMol25 dataset: a structure of composition C7H9NO at a distorted geometry (ωB97M-V/def2-TZVPD).

Positions of all 18 atoms, in Å:
N -0.980 -0.149 2.570
C -0.425 -0.047 1.543
C -0.082 0.324 0.174
C -0.237 -0.672 -1.025
C -0.114 0.656 -1.830
C -0.951 1.303 -0.684
C 1.296 1.096 -1.427
C 1.327 0.883 -0.106
H 0.556 -1.420 -1.146
H -1.234 -1.129 -1.077
H -0.412 0.728 -2.881
H -2.013 1.026 -0.709
H -0.817 2.375 -0.493
H 2.064 1.503 -2.081
H 2.111 1.051 0.628
O 0.309 -2.652 2.998
H -0.372 -2.004 3.420
H -0.025 -2.873 2.123

Computed properties:
E, eV: -10939.9083
Total charge: 0
Gap between HOMO and LUMO, eV: 10.4
Relative energy (zero: lowest compared OMol25 entry of this formula, charge and spin), kcal per mole: 67.0



Entry from the OMol25 dataset: a cluster of 2 separate species, C5H16N2OP in total at a distorted geometry (ωB97M-V/def2-TZVPD).

Positions of all 25 atoms, in Å:
C 2.596 0.414 -2.039
C 1.163 2.146 -0.769
C -1.496 -0.117 3.870
C 1.225 0.761 -1.513
C -0.660 -1.014 -1.226
N -0.642 -2.249 -1.205
N 0.589 -0.324 -0.742
O -1.223 -0.336 1.080
P -2.189 -0.447 2.263
H 2.705 -0.510 -2.733
H 2.902 1.215 -2.767
H 3.459 0.327 -1.417
H 2.244 2.309 -0.411
H 0.555 2.112 0.133
H 0.685 2.893 -1.414
H -0.976 -1.068 3.952
H -2.142 0.031 4.654
H -0.920 0.735 3.747
H 0.468 0.892 -2.336
H -1.427 -0.279 -1.444
H -2.676 -1.779 2.458
H -1.511 -2.825 -1.305
H 1.170 -1.156 -0.493
H 0.226 -0.028 0.138
H -3.344 0.347 2.383

Computed properties:
E, eV: -19753.6072
Total charge: +1
Gap between HOMO and LUMO, eV: 11.9
Relative energy (zero: lowest compared OMol25 entry of this formula, charge and spin), kcal per mole: 1.3



Entry from the OMol25 dataset: a structure of composition C43H43I2N7OSbTi (ωB97M-V/def2-TZVPD).

Positions of all 98 atoms, in Å:
Ti -0.414 -0.803 -1.268
I 7.155 -1.355 -3.057
C 5.155 -0.822 -2.736
C 4.180 -1.253 -3.617
C 2.856 -0.920 -3.381
I 1.365 -1.585 -4.677
C 2.468 -0.163 -2.260
O 1.213 0.112 -2.010
C 3.487 0.260 -1.379
C 3.093 0.978 -0.115
N 2.226 0.210 0.775
C 2.663 -1.144 1.023
C 2.496 -2.218 -0.039
C 3.564 -3.079 -0.271
C 3.434 -4.125 -1.163
C 2.212 -4.305 -1.790
C 1.197 -3.412 -1.519
N 1.324 -2.370 -0.678
C 4.809 -0.065 -1.626
H 4.441 -1.851 -4.480
H 2.564 1.907 -0.345
H 4.004 1.248 0.432
H 1.279 0.278 0.413
H 2.176 -1.514 1.931
H 3.730 -1.098 1.257
H 4.505 -2.902 0.234
H 4.271 -4.779 -1.371
H 2.045 -5.106 -2.496
H 0.230 -3.501 -1.998
H 5.573 0.259 -0.928
C -3.809 -4.800 0.853
C -4.436 -4.314 -0.285
C -3.761 -3.506 -1.187
C -2.419 -3.153 -0.977
C -1.796 -3.661 0.176
C -2.480 -4.459 1.074
N -1.726 -2.282 -1.813
C -2.153 -2.107 -3.139
C -2.505 -3.151 -3.994
C -2.807 -2.906 -5.325
C -2.748 -1.608 -5.824
C -2.387 -0.558 -4.998
C -2.084 -0.798 -3.652
N -1.659 0.180 -2.759
N -1.429 1.358 -3.310
C -1.301 2.390 -2.424
C -0.685 3.579 -2.874
C -0.648 4.669 -2.040
C -1.233 4.581 -0.775
C -1.799 3.372 -0.413
N -1.829 2.293 -1.190
H -4.347 -5.420 1.558
H -5.477 -4.552 -0.471
H -4.284 -3.119 -2.051
H -0.771 -3.381 0.378
H -1.970 -4.812 1.962
H -2.541 -4.160 -3.602
H -3.084 -3.730 -5.972
H -2.980 -1.415 -6.864
H -2.318 0.455 -5.367
H -0.263 3.595 -3.870
H -0.179 5.590 -2.366
H -1.250 5.422 -0.094
H -2.265 3.257 0.562
C 1.760 5.342 3.414
C 1.646 4.472 2.170
Sb 0.346 2.730 2.301
C -1.335 3.728 3.267
C -1.316 3.854 4.785
C 1.285 1.936 4.095
C 2.782 1.708 3.908
H 2.476 6.158 3.278
H 2.084 4.763 4.282
H 0.798 5.792 3.669
H 2.624 4.093 1.862
H 1.270 5.051 1.322
H -2.222 3.175 2.951
H -1.406 4.713 2.793
H -1.308 2.872 5.262
H -2.202 4.383 5.149
H -0.438 4.394 5.143
H 0.778 0.995 4.321
H 1.095 2.608 4.933
H 2.969 1.041 3.064
H 3.238 1.270 4.801
H 3.306 2.645 3.704
N -4.566 -0.825 5.023
C -3.874 -0.754 4.105
C -3.011 -0.669 2.967
C -3.525 -0.335 1.712
C -2.671 -0.233 0.627
C -1.305 -0.532 0.717
C -0.824 -0.857 1.991
C -1.645 -0.916 3.106
H -4.586 -0.146 1.603
H -3.085 0.065 -0.330
H 0.226 -1.083 2.135
H -1.245 -1.171 4.081

Computed properties:
E, eV: -103623.6495
Total charge: -1
Gap between HOMO and LUMO (alpha / beta), eV: 5.5 / 6.6
Spin multiplicity: 3
Relative energy (zero: lowest compared OMol25 entry of this formula, charge and spin), kcal per mole: 39.1



Entry from the OMol25 dataset: a structure of composition C28H38Br45IO6S at a distorted geometry (ωB97M-V/def2-TZVPD).

Positions of all 119 atoms, in Å:
C 4.788 0.273 -0.233
C 3.309 0.597 -0.144
C 3.055 1.803 0.740
O 1.661 1.993 0.915
C 1.030 3.075 0.253
C 1.345 4.263 1.145
C 0.990 5.743 0.869
C -0.139 6.303 1.752
I 0.584 6.367 -1.132
O 1.614 3.102 -1.051
S 0.565 2.900 -2.239
O 0.693 1.615 -2.843
O 0.637 3.945 -3.200
O -0.687 3.084 -1.313
C -0.424 2.502 0.076
C -1.606 3.167 0.773
C -1.596 3.301 2.292
C -0.493 1.021 -0.274
C -0.794 0.070 0.854
C -0.310 0.523 2.314
O -1.766 0.366 1.703
H 5.311 1.069 -0.744
H 5.195 0.176 0.763
H 4.943 -0.669 -0.738
H 2.826 -0.226 0.378
H 2.812 0.676 -1.102
H 3.630 2.671 0.435
H 3.434 1.534 1.720
H 2.423 4.249 1.230
H 1.010 4.054 2.145
H 1.844 6.326 1.167
H -0.070 5.826 2.720
H 0.025 7.364 1.832
H -1.108 6.149 1.306
H -1.742 4.120 0.285
H -2.464 2.578 0.488
H -2.360 2.654 2.697
H -0.691 2.999 2.790
H -1.865 4.282 2.645
H 0.443 0.637 -0.643
H -1.293 0.883 -0.986
H -0.669 -0.968 0.639
H -0.725 0.441 3.319
H 0.162 -0.509 2.395
C 0.615 4.551 -7.163
Br 2.486 4.881 -7.471
Br -0.428 6.157 -7.358
Br -0.050 3.135 -8.287
H 0.514 4.224 -6.143
C 7.285 -2.938 0.688
Br 7.161 -1.872 2.284
Br 8.002 -1.936 -0.791
Br 8.271 -4.557 1.002
H 6.281 -3.229 0.422
C -4.204 -1.803 1.383
Br -3.083 -3.056 2.314
Br -4.167 -2.088 -0.522
Br -5.999 -1.811 2.073
H -3.794 -0.820 1.563
C 4.960 -6.397 3.022
Br 4.523 -4.964 1.812
Br 5.805 -5.738 4.619
Br 3.424 -7.479 3.422
H 5.676 -7.029 2.520
C -7.073 -4.816 -0.518
Br -5.946 -6.072 0.410
Br -7.036 -5.098 -2.421
Br -8.871 -4.826 0.174
H -6.669 -3.831 -0.337
C -3.805 -6.533 -5.193
Br -4.755 -5.524 -6.528
Br -3.303 -5.435 -3.699
Br -4.795 -8.086 -4.632
H -2.886 -6.877 -5.650
C 6.119 2.766 3.981
Br 4.756 1.407 3.933
Br 7.628 2.282 2.893
Br 5.410 4.493 3.509
H 6.472 2.831 4.998
C -0.269 -4.973 -7.313
Br -0.777 -6.776 -6.849
Br -0.958 -3.689 -6.057
Br 1.635 -4.817 -7.526
H -0.718 -4.755 -8.269
C -4.602 7.330 -6.965
Br -4.039 8.633 -8.270
Br -3.590 7.481 -5.340
Br -6.497 7.418 -6.641
H -4.395 6.356 -7.381
C 4.537 -10.993 5.811
Br 2.979 -11.206 4.702
Br 6.114 -10.666 4.757
Br 4.279 -9.628 7.143
H 4.691 -11.925 6.333
C -10.056 5.378 -8.011
Br -9.992 6.262 -6.302
Br -9.511 6.552 -9.434
Br -9.033 3.748 -8.001
H -11.085 5.110 -8.193
C -2.330 11.163 -3.471
Br -1.126 9.901 -2.652
Br -2.555 10.839 -5.355
Br -4.024 11.205 -2.558
H -1.887 12.141 -3.365
C -0.121 -2.236 4.936
Br -0.588 -4.002 5.540
Br -0.783 -0.869 6.120
Br 1.769 -2.054 4.625
H -0.611 -2.093 3.984
C 9.091 -11.894 7.270
Br 10.668 -12.249 8.314
Br 8.772 -13.277 5.971
Br 7.548 -11.605 8.384
H 9.267 -10.979 6.726
C -6.823 -0.988 6.095
Br -7.354 -2.777 6.566
Br -7.488 0.308 7.352
Br -4.917 -0.852 5.876
H -7.270 -0.764 5.139

Computed properties:
E, eV: -3212773.7887
Total charge: 0
Gap between HOMO and LUMO, eV: 8.8